No. 1
This record from the Open Molecules 2025 dataset describes a 2-piece molecular cluster, C11H20F3NO5P overall. The level of theory is ωB97M-V/def2-TZVPD.

The total energy is -40898.5264 eV. As for the total charge: -1. The HOMO energy is -3.512 eV.

```
41
C11H20F3NO5P (ωB97M-V/def2-TZVPD)
C 5.332 0.507 -0.880
C 4.787 1.294 -2.155
P 3.632 2.747 -1.864
C 3.611 3.380 -0.086
C 1.870 2.021 -2.129
O 0.753 2.970 -2.109
C -0.378 2.618 -1.300
O -1.530 3.068 -1.338
C 0.236 1.520 -0.314
N -0.680 0.651 0.485
C 1.375 0.827 -1.194
O 2.262 0.209 -0.238
H 5.399 1.094 0.089
H 6.413 0.177 -1.125
H 4.764 -0.478 -0.700
H 5.693 1.655 -2.763
H 4.215 0.532 -2.808
H 2.563 3.349 0.381
H 3.874 4.503 -0.143
H 4.372 2.921 0.621
H 1.911 1.696 -3.234
H 0.725 2.175 0.500
H -0.760 1.118 1.405
H -0.173 -0.238 0.632
H 0.949 -0.089 -1.749
H 2.198 0.613 0.650
C -4.734 -2.161 -0.168
C -3.981 -1.363 0.882
O -4.326 -1.701 2.213
C -3.720 -2.882 2.819
O -2.409 -2.860 2.704
C -4.366 -4.232 2.333
F -5.713 -4.103 2.165
F -4.213 -5.214 3.257
F -3.884 -4.718 1.170
H -5.778 -2.310 0.120
H -4.703 -1.643 -1.132
H -4.284 -3.141 -0.321
H -4.277 -0.314 0.769
H -2.901 -1.389 0.709
H -4.126 -2.809 3.845
```


No. 2
This record from the Open Molecules 2025 dataset describes a 3-piece molecular cluster, C11H20F3O8 overall. The level of theory is ωB97M-V/def2-TZVPD.

The calculation puts the energy above the lowest of the compared OMol25 structures with the same formula, charge and spin at 0.0 kJ/mol. The total energy is -36264.3832 eV. As for the total charge: -1. The HOMO energy is -4.276 eV.

```
42
C11H20F3O8 (ωB97M-V/def2-TZVPD)
O 1.808 2.389 -0.788
C 1.254 2.564 0.488
O 0.562 3.608 0.631
O 1.501 1.664 1.307
H 1.528 3.185 -1.250
C -2.236 1.039 1.596
O -1.813 -0.286 1.872
C -1.621 -1.052 0.712
C -1.720 -2.527 1.052
O -0.927 -2.823 2.186
C -0.984 -4.191 2.524
C 0.077 -4.496 3.539
O -0.401 -4.202 4.834
C 0.506 -4.570 5.834
H -2.951 1.077 0.768
H -1.366 1.682 1.425
H -2.749 1.399 2.491
H -0.616 -0.836 0.326
H -2.396 -0.821 -0.027
H -1.355 -3.117 0.196
H -2.766 -2.807 1.252
H -0.749 -4.788 1.629
H -1.972 -4.434 2.927
H 0.986 -3.912 3.359
H 0.338 -5.565 3.479
H 0.558 -5.659 5.963
H 0.157 -4.086 6.744
H 1.516 -4.206 5.603
C 3.036 2.592 -4.903
C 2.454 3.549 -3.865
O 1.082 3.267 -3.609
C 0.181 3.821 -4.377
O 0.360 4.601 -5.270
C -1.238 3.309 -4.045
F -1.323 2.692 -2.877
F -2.103 4.328 -4.058
F -1.613 2.441 -5.007
H 3.725 3.142 -5.546
H 2.237 2.315 -5.597
H 3.470 1.712 -4.447
H 2.593 4.590 -4.151
H 2.967 3.413 -2.916
```


No. 3
This record from the Open Molecules 2025 dataset describes a 2-piece molecular cluster, C11H20FN3O5S overall. The level of theory is ωB97M-V/def2-TZVPD.

The SMILES is O=C(OCCF)OCCSc1nnco1.COC[C@@H](C)N. The total energy is -39989.2596 eV. The HOMO energy is -9.281 eV.

```
41
C11H20FN3O5S (ωB97M-V/def2-TZVPD)
O 2.099 1.432 1.778
C 1.691 1.568 0.650
O 2.510 2.024 -0.341
C 2.470 3.456 -0.492
C 3.907 3.920 -0.766
F 4.246 4.974 0.035
O 0.400 1.313 0.368
C 0.107 0.943 -0.981
C -1.003 1.895 -1.482
S -2.419 1.607 -0.386
C -3.495 2.968 -0.542
N -3.408 4.064 -1.161
N -4.591 4.741 -0.889
C -5.268 4.001 -0.134
O -4.651 2.822 0.133
H 1.872 3.676 -1.377
H 2.063 3.961 0.380
H 3.989 4.189 -1.818
H 4.573 3.083 -0.576
H -0.320 -0.063 -0.978
H 0.953 0.922 -1.658
H -0.601 2.899 -1.374
H -1.300 1.691 -2.504
H -6.227 4.228 0.284
C -1.226 -2.896 1.966
O -0.660 -2.530 0.720
C 0.704 -2.875 0.571
C 0.949 -4.331 0.142
C 0.778 -5.338 1.274
N 0.087 -4.726 -0.976
H -0.501 -2.820 2.780
H -1.638 -3.907 1.925
H -2.051 -2.213 2.168
H 1.085 -2.224 -0.223
H 1.268 -2.625 1.478
H 1.988 -4.394 -0.194
H -0.270 -5.520 1.511
H 1.212 -6.297 0.992
H 1.280 -4.999 2.183
H 0.271 -4.117 -1.768
H -0.871 -4.505 -0.717
```


No. 4
This record from the Open Molecules 2025 dataset describes one molecule with the formula C11H20N2O5. The level of theory is ωB97M-V/def2-TZVPD.

The SMILES is CC(C)C[C@H](N)C(=O)N[C@@H](CCC(=O)O)C(=O)O. The calculation puts the energy above the lowest of the compared OMol25 structures with the same formula, charge and spin at 74.2 kJ/mol. The total energy is -24950.1462 eV. The HOMO energy is -9.552 eV.

```
38
C11H20N2O5 (ωB97M-V/def2-TZVPD)
C 4.003 0.619 1.450
C 3.919 -0.226 0.083
C 5.066 0.198 -0.851
C 2.503 -0.072 -0.522
C 1.508 -0.899 0.205
N 1.917 -2.331 -0.032
C 0.082 -0.671 -0.352
O -0.490 -1.467 -1.119
N -0.520 0.417 0.182
C -1.856 0.776 -0.292
C -2.903 -0.158 0.342
C -4.281 0.021 -0.206
C -5.252 -1.081 0.199
O -5.059 -1.790 1.172
O -6.406 -1.066 -0.462
C -2.123 2.252 -0.054
O -1.479 3.056 0.587
O -3.221 2.609 -0.810
H 4.070 1.720 1.234
H 4.827 0.248 2.087
H 3.084 0.554 2.065
H 3.922 -1.354 0.388
H 4.854 -0.319 -1.796
H 5.126 1.294 -0.980
H 6.045 -0.190 -0.528
H 2.521 -0.425 -1.571
H 2.230 0.990 -0.644
H 1.581 -0.706 1.301
H 1.508 -2.703 -0.874
H 1.418 -2.861 0.698
H -0.039 1.192 0.642
H -1.952 0.651 -1.377
H -2.550 -1.196 0.199
H -2.877 0.121 1.444
H -4.196 -0.070 -1.322
H -4.652 1.055 0.006
H -6.910 -1.765 0.034
H -3.421 3.577 -0.526
```